A:
Below is an isolated molecule of CH3NOS2, with properties calculated with ωB97M-V/def2-TZVPD.

Output
Frontier orbital gap: 9.2 eV
Total charge: 0
HOMO: -9.551 eV

The geometry in XYZ format:
```
8
Properties=species:S:1:pos:R:3:mulliken_charge:R:1
C -0.61424 0.03376 -0.77663 -0.253
N 0.14559 -0.88035 0.21540 -0.418
O 1.62042 0.97927 1.24421 -0.514
S -1.16786 1.18688 0.46266 -0.184
S 0.42115 0.15391 1.54052 0.476
H 0.16739 0.36248 -1.44071 0.319
H -1.56254 -0.48133 -1.05858 0.276
H 0.99009 -1.35461 -0.18686 0.298
```


B:
Below is a cluster of 2 separate species, CH3NOS2 in total, with properties calculated with ωB97M-V/def2-TZVPD.

Output
Frontier orbital gap (spin up / spin down): 7.8 / 5.8 eV
Total charge: 0
HOMO (spin up / spin down): -9.216 / -9.023 eV

The geometry in XYZ format:
```
8
Properties=species:S:1:pos:R:3:mulliken_charge:R:1
C -2.21999 -0.01668 0.14243 0.172
N 2.03453 -0.37032 -0.17007 -0.463
O -2.76325 -0.99308 -0.24666 -0.393
S -0.57436 0.40663 0.10947 -0.088
S 3.12171 0.84259 0.14819 -0.086
H -2.72270 0.95431 0.17473 0.231
H 1.74222 -0.88890 0.64397 0.318
H 1.38184 0.06546 -0.80206 0.309
```


Which of them is the most stable? Correct choice: A.


A:
Below is a cluster of 3 separate species, C9H24O3 in total, with properties calculated with ωB97M-V/def2-TZVPD.

Output
SMILES: CC(C)O.CC(C)O.CC(C)O
Frontier orbital gap: 10.8 eV
Total charge: 0
HOMO: -10.075 eV

The geometry in XYZ format:
```
36
Properties=species:S:1:pos:R:3:mulliken_charge:R:1
C 26.73814 -26.11985 18.56495 -1.473
C 26.82620 -24.79939 17.79304 0.404
C 25.75539 -23.79306 18.22646 -1.183
O 27.97897 -24.07871 18.28474 -0.564
H 25.78620 -26.56577 18.27676 0.371
H 26.66904 -26.01571 19.64776 0.406
H 27.57015 -26.72712 18.20846 0.396
H 26.80578 -24.94688 16.71326 0.315
H 26.01227 -22.94812 17.58756 0.264
H 25.86326 -23.53753 19.28058 0.282
H 24.72165 -24.09846 18.06453 0.396
H 28.19334 -24.59217 19.06705 0.345
C 22.41145 -21.54799 20.90764 -1.453
C 23.56378 -22.48879 21.28063 0.671
C 23.61820 -22.75499 22.79052 -1.168
O 23.47673 -23.69437 20.53864 -0.400
H 22.42473 -21.39164 19.82899 0.390
H 22.50745 -20.73194 21.62383 0.413
H 21.46232 -22.00431 21.18877 0.293
H 24.46790 -21.97528 20.95356 0.279
H 23.74524 -23.81342 23.01787 0.185
H 22.66895 -22.56397 23.29106 0.290
H 24.43151 -22.14547 23.18437 0.378
H 23.77916 -23.58450 19.63417 0.144
C 22.73194 -27.26284 21.31750 -1.104
C 23.00013 -26.96832 22.75212 0.943
C 22.00318 -26.15213 23.43043 -1.735
O 23.00262 -28.20611 23.44055 -0.565
H 22.88443 -26.37082 20.70993 0.156
H 21.67365 -27.52272 21.29380 0.288
H 23.39463 -27.97335 20.82340 0.330
H 23.93204 -26.40439 22.79262 0.160
H 21.56739 -25.24723 23.00696 0.299
H 22.28336 -25.87186 24.44583 0.408
H 21.04435 -26.64849 23.57999 0.522
H 22.17200 -28.23561 23.92096 0.323
```


B:
Below is a cluster of 3 separate species, C9H24O3 in total, with properties calculated with ωB97M-V/def2-TZVPD.

Output
SMILES: CC(C)O.CC(C)O.CC(C)O
Frontier orbital gap: 10.2 eV
Total charge: 0
HOMO: -9.373 eV

The geometry in XYZ format:
```
36
Properties=species:S:1:pos:R:3:mulliken_charge:R:1
C -0.59623 -3.76464 0.75817 -1.388
C -0.14742 -2.45255 1.38822 0.692
C 1.27849 -2.47127 1.76799 -1.520
O -0.35597 -1.49008 0.33774 -0.577
H -1.65320 -3.87599 1.00007 0.287
H -0.09493 -4.70416 0.99075 0.370
H -0.49211 -3.78147 -0.32672 0.425
H -0.68348 -2.05856 2.25164 0.307
H 1.75153 -1.57248 2.16359 0.369
H 1.89001 -2.67536 0.88908 0.279
H 1.56025 -3.25540 2.47073 0.418
H -0.26180 -1.92261 -0.51412 0.132
C -3.35313 0.78807 0.18775 -1.277
C -2.13338 1.62477 -0.26952 0.465
C -1.66537 2.64561 0.73182 -1.288
O -1.02353 0.86357 -0.71334 -0.415
H -3.03595 0.14693 1.01021 0.263
H -3.78071 0.12813 -0.56709 0.319
H -4.16184 1.47296 0.44273 0.411
H -2.51230 2.19515 -1.11758 0.272
H -0.72771 3.14027 0.47844 0.258
H -1.31563 2.14798 1.63634 0.308
H -2.34043 3.41855 1.09915 0.394
H -0.81644 0.18310 -0.06861 0.305
C 1.98221 2.53486 -1.74981 -0.890
C 2.17603 1.03777 -1.78884 0.274
C 2.53974 0.38426 -0.37112 -1.035
O 1.05177 0.31070 -2.34301 -0.589
H 2.89004 3.11238 -1.57543 0.388
H 1.18414 2.70647 -1.02752 -0.098
H 1.52974 2.94808 -2.65127 0.331
H 2.93852 0.88398 -2.55242 0.371
H 2.80786 -0.66871 -0.45751 0.158
H 1.80305 0.66497 0.38161 0.249
H 3.45801 0.92727 -0.14748 0.469
H 0.31018 0.42749 -1.74466 0.563
```


Which of them is the most stable? Correct choice: B.


A:
Below is a cluster of 2 separate species, C4H7N2S2 in total, with properties calculated with ωB97M-V/def2-TZVPD.

Output
Frontier orbital gap (spin up / spin down): 7.0 / 7.0 eV
Total charge: +1
HOMO (spin up / spin down): -11.975 / -11.974 eV

The geometry in XYZ format:
```
15
Properties=species:S:1:pos:R:3:mulliken_charge:R:1
C -0.40083 -1.49604 -1.03776 -0.492
C 0.79442 -2.12650 -1.22767 -0.078
C -0.40949 1.00756 0.96104 -0.027
C -0.47527 -0.17527 -1.46714 -0.016
N 0.35012 0.35578 1.81482 -0.253
N -0.72074 2.25528 1.20922 -0.301
S 2.03837 -1.23825 -1.98832 0.080
S 0.90507 0.44934 -2.24371 0.096
H -1.24128 -1.98019 -0.57119 0.350
H 1.01833 -3.14255 -0.95416 0.383
H -1.36763 0.41947 -1.47933 0.458
H 0.56625 -0.61579 1.66810 0.207
H 0.67256 0.76554 2.68937 0.184
H -1.30507 2.77448 0.57667 0.227
H -0.42480 2.74713 2.05006 0.182
```


B:
Below is the ion C4H7N2S2 with charge +1, with properties calculated with ωB97M-V/def2-TZVPD.

Output
SMILES: NC(=[NH2+])[C@@H]1C=CSS1
Frontier orbital gap: 8.6 eV
Total charge: +1
HOMO: -12.264 eV

The geometry in XYZ format:
```
15
Properties=species:S:1:pos:R:3:mulliken_charge:R:1
C -0.77307 1.11201 -0.86927 -1.160
C -1.91974 1.39409 -0.13315 -0.088
C 1.07747 -0.54093 0.22122 0.465
C -0.34234 -0.26948 -0.91211 0.097
N 1.54652 0.48237 0.83784 -0.233
N 1.50273 -1.80231 0.51065 -0.443
S -2.73726 0.15400 0.70715 0.000
S -1.61087 -1.31441 -0.24912 -0.018
H -0.48446 1.87735 -1.50875 0.525
H -2.40154 2.31565 0.04154 0.403
H -0.07282 -0.43496 -1.92251 0.402
H 1.04267 1.29208 0.46393 0.292
H 2.37516 0.42446 1.39400 0.258
H 0.98339 -2.52232 0.03615 0.265
H 1.81415 -2.16762 1.38245 0.235
```


Which of them is the most stable? Correct choice: B.


A:
Below is a structure of composition C3H4I2, with properties calculated with ωB97M-V/def2-TZVPD.

Output
Frontier orbital gap (spin up / spin down): 7.7 / 8.0 eV
Total charge: 0
HOMO (spin up / spin down): -7.857 / -8.382 eV

The geometry in XYZ format:
```
9
Properties=species:S:1:pos:R:3:mulliken_charge:R:1
C 0.51277 0.06591 0.65122 -0.412
C 0.97074 0.11632 -0.72820 -0.602
C -1.02783 -0.04031 0.44351 -0.371
I -1.86783 -1.89334 0.08280 0.127
I -1.97154 1.65756 -0.23498 0.133
H 0.82869 -0.80049 1.29069 0.294
H 0.75525 1.02790 1.09938 0.269
H 0.63868 0.84228 -1.60583 0.300
H 1.16107 -0.97583 -0.99858 0.262
```


B:
Below is a structure of composition C3H4I2, with properties calculated with ωB97M-V/def2-TZVPD.

Output
Frontier orbital gap: 9.0 eV
Total charge: 0
HOMO: -8.940 eV

The geometry in XYZ format:
```
9
Properties=species:S:1:pos:R:3:mulliken_charge:R:1
C 0.83185 0.45595 -0.79892 -1.190
C -0.15805 -0.43789 -0.12745 0.081
C -0.90247 -0.26739 0.94580 -0.305
I -2.33923 -1.67888 1.47383 0.103
I -0.88946 1.54705 2.03831 0.083
H 1.82133 0.27593 -0.33808 0.311
H 1.10854 0.00313 -1.71198 0.362
H -0.04156 -1.46481 -0.60651 0.217
H 0.56906 1.56691 -0.87499 0.338
```


C:
Below is a cluster of 2 separate species, C3H4I2 in total, with properties calculated with ωB97M-V/def2-TZVPD.

Output
Frontier orbital gap (spin up / spin down): 9.0 / 5.1 eV
Total charge: 0
HOMO (spin up / spin down): -9.753 / -8.009 eV

The geometry in XYZ format:
```
9
Properties=species:S:1:pos:R:3:mulliken_charge:R:1
C 0.45785 -0.07312 0.89680 -0.308
C -0.55518 0.85438 0.07646 -0.312
C 0.55176 0.11819 -0.52446 -0.252
I 2.09744 0.66747 -1.88813 0.091
I -1.35837 -2.71198 -1.68648 -0.090
H 1.19049 0.09377 1.71070 0.274
H -0.14968 -0.98307 1.20428 0.148
H -1.48316 0.16503 0.12866 0.112
H -0.75115 1.86933 0.08218 0.336
```


Which of them is the most stable? Correct choice: B.